(i)
Entry from OMol25: an isolated molecule of C8H7NO2 (the ωB97M-V functional and the def2-TZVPD basis).

Computed properties:
frontier orbital gap = 9.35 eV
structure (SMILES) = O=C1COc2ccccc2N1
HOMO = -8.6 eV
net charge = 0

Geometry (Å):
O (1.94, 1.30, -2.87)
C (1.44, 0.76, -1.84)
C (2.25, -0.37, -1.00)
O (1.17, -1.42, -0.67)
C (0.17, -0.82, 0.03)
C (-0.31, -1.40, 1.29)
C (-1.52, -0.89, 1.89)
C (-2.14, 0.25, 1.40)
C (-1.50, 1.01, 0.36)
C (-0.36, 0.45, -0.30)
N (0.12, 0.92, -1.49)
H (3.09, -0.77, -1.61)
H (2.53, 0.20, 0.06)
H (0.11, -2.29, 1.56)
H (-1.64, -1.37, 2.99)
H (-2.92, 0.73, 1.95)
H (-2.00, 1.95, 0.07)
H (-0.41, 1.77, -1.82)

These are the Löwdin partial charges, in e, on atoms 1 to 5: atom 1 (O): 0.01, atom 2 (C): -0.36, atom 3 (C): 0.03, atom 4 (O): -0.05, atom 5 (C): -0.24

(ii)
Entry from OMol25: an isolated molecule of C8H7NO2 (the ωB97M-V functional and the def2-TZVPD basis).

Computed properties:
frontier orbital gap = 9.10 eV
structure (SMILES) = O=C[C@H]1ON1c1ccccc1
HOMO = -8.7 eV
net charge = 0

Geometry (Å):
O (4.15, -1.24, 0.31)
C (3.92, -0.20, -0.24)
C (2.86, 0.69, 0.30)
O (2.35, 1.72, -0.39)
N (1.69, 0.53, -0.72)
C (0.41, 0.22, -0.30)
C (-0.47, 1.28, -0.12)
C (-1.84, 1.02, 0.04)
C (-2.25, -0.30, 0.11)
C (-1.29, -1.36, 0.17)
C (-0.05, -1.12, -0.31)
H (4.50, 0.10, -1.09)
H (2.68, 0.66, 1.29)
H (-0.12, 2.26, -0.31)
H (-2.56, 1.87, 0.15)
H (-3.26, -0.68, 0.53)
H (-1.81, -2.36, 0.29)
H (0.60, -2.03, -0.16)

These are the Löwdin partial charges, in e, on atoms 1 to 5: atom 1 (O): 0.07, atom 2 (C): -0.20, atom 3 (C): -0.18, atom 4 (O): 0.03, atom 5 (N): 0.04

(i) takes first place; second place is 293.2 kJ/mol up.

(i)
Entry from OMol25: a cluster of 2 separate species, C16H20O2 in total (the ωB97M-V functional and the def2-TZVPD basis).

Computed properties:
frontier orbital gap = 9.03 eV
structure (SMILES) = CCc1ccc(O)cc1.CCc1ccc(O)cc1
HOMO = -8.3 eV
net charge = 0

Geometry (Å):
C (-3.79, -1.26, -1.04)
C (-2.27, -1.53, -0.76)
C (-1.90, -1.05, 0.57)
C (-1.91, -1.73, 1.78)
C (-1.68, -1.04, 2.99)
C (-1.49, 0.33, 3.00)
O (-1.13, 1.06, 4.12)
C (-1.44, 1.03, 1.80)
C (-1.56, 0.34, 0.62)
H (-4.05, -0.19, -1.10)
H (-4.52, -1.63, -0.33)
H (-4.04, -1.70, -2.00)
H (-2.17, -2.62, -0.97)
H (-1.83, -0.98, -1.59)
H (-2.41, -2.67, 1.93)
H (-1.63, -1.55, 3.96)
H (-1.27, 0.57, 4.93)
H (-1.03, 2.02, 1.80)
H (-1.33, 0.77, -0.34)
C (2.50, -2.82, -0.43)
C (1.44, -1.72, -0.53)
C (1.77, -0.42, -1.13)
C (1.45, -0.03, -2.43)
C (1.50, 1.28, -2.84)
C (1.97, 2.27, -1.99)
O (1.80, 3.60, -2.18)
C (2.71, 1.85, -0.87)
C (2.47, 0.54, -0.38)
H (2.58, -3.67, -1.13)
H (2.47, -3.22, 0.58)
H (3.44, -2.27, -0.49)
H (0.60, -2.25, -1.17)
H (0.79, -1.72, 0.38)
H (1.17, -0.89, -3.03)
H (1.23, 1.44, -3.88)
H (1.43, 3.73, -3.07)
H (3.33, 2.54, -0.31)
H (3.03, 0.36, 0.54)

These are the Löwdin partial charges, in e, on atoms 1 to 5: atom 1 (C): -0.10, atom 2 (C): -0.23, atom 3 (C): -0.27, atom 4 (C): -0.04, atom 5 (C): -0.03

(ii)
Entry from OMol25: a cluster of 2 separate species, C16H20O2 in total (the ωB97M-V functional and the def2-TZVPD basis).

Computed properties:
frontier orbital gap = 8.52 eV
structure (SMILES) = CCc1ccc(O)cc1.CCc1ccc(O)cc1
HOMO = -7.9 eV
net charge = 0

Geometry (Å):
C (1.63, 2.31, 2.16)
C (1.18, 1.74, 0.79)
C (1.57, 0.29, 0.54)
C (1.48, -0.20, -0.81)
C (2.09, -1.29, -1.18)
C (2.82, -1.99, -0.14)
O (3.47, -3.20, -0.27)
C (2.86, -1.58, 1.21)
C (2.14, -0.47, 1.55)
H (2.86, 2.18, 1.93)
H (1.22, 1.85, 3.09)
H (1.46, 3.35, 2.10)
H (0.03, 1.84, 0.73)
H (1.49, 2.27, -0.06)
H (0.82, 0.45, -1.47)
H (2.06, -1.83, -2.14)
H (3.43, -3.45, -1.26)
H (3.22, -2.14, 1.95)
H (2.15, -0.24, 2.66)
C (-2.26, 3.71, -1.38)
C (-2.33, 2.87, -0.06)
C (-2.10, 1.29, -0.39)
C (-1.93, 0.64, -1.57)
C (-1.82, -0.75, -1.54)
C (-2.12, -1.46, -0.39)
O (-2.11, -2.80, -0.31)
C (-2.27, -0.83, 0.85)
C (-2.36, 0.54, 0.82)
H (-1.39, 4.43, -1.44)
H (-3.19, 4.31, -1.46)
H (-2.00, 3.01, -2.30)
H (-1.45, 3.24, 0.46)
H (-3.16, 3.01, 0.66)
H (-2.01, 1.22, -2.52)
H (-1.32, -1.27, -2.36)
H (-1.29, -3.08, 0.03)
H (-2.41, -1.40, 1.74)
H (-2.85, 1.21, 1.55)

These are the Löwdin partial charges, in e, on atoms 1 to 5: atom 1 (C): -0.09, atom 2 (C): -0.23, atom 3 (C): -0.22, atom 4 (C): -0.07, atom 5 (C): -0.04

(i) takes first place; second place is 191.5 kJ/mol up.

(i)
Entry from OMol25: a cluster of 2 separate species, C3H5NS in total (the ωB97M-V functional and the def2-TZVPD basis).

Computed properties:
frontier orbital gap = 7.19 eV
HOMO = -7.2 eV
net charge = 0

Geometry (Å):
C (-0.44, -0.19, -0.40)
C (-2.46, 0.28, 0.56)
C (2.00, -0.05, 0.00)
N (0.55, 0.20, 0.16)
S (-3.83, -0.21, -0.06)
H (-0.71, -0.49, -1.43)
H (-2.11, 0.92, 1.31)
H (2.69, 0.63, 0.69)
H (2.21, -0.02, -1.17)
H (2.12, -1.06, 0.34)

These are the Löwdin partial charges, in e, on atoms 1 to 5: atom 1 (C): -0.09, atom 2 (C): -0.61, atom 3 (C): -0.12, atom 4 (N): -0.09, atom 5 (S): 0.60

(ii)
Entry from OMol25: an isolated molecule of C3H5NS (the ωB97M-V functional and the def2-TZVPD basis).

Computed properties:
frontier orbital gap = 8.59 eV
structure (SMILES) = S=CN1CC1
HOMO = -8.5 eV
net charge = 0

Geometry (Å):
S (-2.70, 0.21, -0.10)
C (-1.26, -0.69, -0.03)
N (-0.11, -0.21, 0.48)
C (1.13, -0.29, -0.13)
C (0.48, 1.06, 0.08)
H (-1.47, -1.74, -0.14)
H (1.42, -0.81, -1.04)
H (1.86, -0.57, 0.61)
H (0.67, 1.49, 1.02)
H (0.00, 1.55, -0.76)

These are the Löwdin partial charges, in e, on atoms 1 to 5: atom 1 (S): 0.54, atom 2 (C): -0.64, atom 3 (N): -0.18, atom 4 (C): -0.14, atom 5 (C): -0.05

(ii) takes first place; second place is 241.2 kJ/mol up.

(i)
Entry from OMol25: a cluster of 2 separate species, C3H5NS in total (the ωB97M-V functional and the def2-TZVPD basis).

Computed properties:
frontier orbital gap = 8.27 eV
HOMO = -8.9 eV
net charge = 0

Geometry (Å):
C (2.13, -0.06, 0.25)
C (-0.98, 0.79, 0.09)
C (-0.64, -0.43, 0.83)
N (3.01, 0.12, -0.47)
S (-0.68, -1.98, 0.11)
H (-2.12, 0.85, 0.34)
H (-0.47, 1.69, 0.39)
H (-0.85, 0.67, -1.06)
H (1.25, -0.15, 0.67)
H (-0.66, -1.50, -1.16)

These are the Löwdin partial charges, in e, on atoms 1 to 5: atom 1 (C): -0.07, atom 2 (C): -0.26, atom 3 (C): -0.60, atom 4 (N): 0.08, atom 5 (S): 0.78

(ii)
Entry from OMol25: an isolated molecule of C3H5NS (the ωB97M-V functional and the def2-TZVPD basis).

Computed properties:
frontier orbital gap = 9.12 eV
structure (SMILES) = S=C1CCN1
HOMO = -8.6 eV
net charge = 0

Geometry (Å):
S (-2.69, -0.16, -0.09)
C (-1.08, -0.16, -0.11)
C (-0.05, 0.94, 0.00)
C (1.00, -0.21, -0.19)
N (-0.05, -1.14, -0.09)
H (-0.10, 1.36, 1.00)
H (-0.16, 1.78, -0.68)
H (1.53, -0.23, -1.08)
H (1.74, -0.30, 0.70)
H (-0.13, -1.88, 0.55)

These are the Löwdin partial charges, in e, on atoms 1 to 5: atom 1 (S): 0.65, atom 2 (C): -0.87, atom 3 (C): -0.14, atom 4 (C): -0.18, atom 5 (N): 0.01

(ii) takes first place; second place is 291.3 kJ/mol up.

(i)
Entry from OMol25: an isolated molecule of C3H5NS (the ωB97M-V functional and the def2-TZVPD basis).

Computed properties:
frontier orbital gap = 9.01 eV
structure (SMILES) = S=CN1CC1
HOMO = -8.9 eV
net charge = 0

Geometry (Å):
S (3.18, -0.27, -0.24)
C (2.02, 0.66, 0.26)
N (0.66, 0.20, 0.65)
C (-0.51, 0.33, -0.20)
C (0.04, -1.00, 0.24)
H (1.82, 1.79, 0.14)
H (-0.32, 0.59, -1.27)
H (-1.38, 0.88, 0.25)
H (-0.45, -1.61, 1.02)
H (0.43, -1.69, -0.68)

These are the Löwdin partial charges, in e, on atoms 1 to 5: atom 1 (S): 0.69, atom 2 (C): -0.72, atom 3 (N): -0.19, atom 4 (C): -0.14, atom 5 (C): -0.20

(ii)
Entry from OMol25: an isolated molecule of C3H5NS (the ωB97M-V functional and the def2-TZVPD basis).

Computed properties:
frontier orbital gap = 8.63 eV
structure (SMILES) = C=NC(C)=S
HOMO = -8.5 eV
net charge = 0

Geometry (Å):
C (0.69, 1.76, -0.11)
N (-0.13, 0.90, 0.35)
C (-0.85, -0.20, 0.06)
C (0.01, -1.38, 0.06)
S (-2.44, 0.00, -0.11)
H (1.04, 2.68, 0.35)
H (1.11, 1.72, -1.07)
H (1.11, -1.27, 0.37)
H (-0.14, -2.01, -0.77)
H (-0.39, -2.21, 0.87)

These are the Löwdin partial charges, in e, on atoms 1 to 5: atom 1 (C): 0.02, atom 2 (N): -0.03, atom 3 (C): -0.97, atom 4 (C): -0.12, atom 5 (S): 0.67

(iii)
Entry from OMol25: a cluster of 2 separate species, C3H5NS in total (the ωB97M-V functional and the def2-TZVPD basis).

Computed properties:
frontier orbital gap = 8.75 eV
HOMO = -9.0 eV
net charge = 0

Geometry (Å):
C (0.68, 1.34, 0.44)
C (-1.86, -0.56, -0.66)
C (1.43, 0.15, 0.12)
N (0.08, 2.31, 0.72)
S (-2.82, 0.78, -0.45)
H (-1.93, 1.66, -0.49)
H (-2.48, -1.44, -0.62)
H (1.71, 0.25, -0.96)
H (2.24, 0.10, 0.85)
H (0.68, -0.51, 0.37)

These are the Löwdin partial charges, in e, on atoms 1 to 5: atom 1 (C): -0.31, atom 2 (C): -0.40, atom 3 (C): -0.07, atom 4 (N): 0.12, atom 5 (S): 0.76

(ii) takes first place; second place is 43.6 kJ/mol up.

(i)
Entry from OMol25: a structure of composition C5H10OS (the ωB97M-V functional and the def2-TZVPD basis).

Computed properties:
frontier orbital gap = 8.71 eV
HOMO = -7.9 eV
net charge = 0

Geometry (Å):
C (-2.87, 0.11, -0.09)
C (-1.35, 0.29, -0.03)
C (1.28, -1.13, -0.36)
C (1.82, -0.42, 0.89)
C (2.22, 0.20, -0.49)
H (-3.66, 0.07, -1.20)
H (-3.27, -0.80, 0.65)
H (-3.17, 1.11, 0.59)
H (-1.39, 1.53, -0.18)
H (-1.16, 0.23, 1.01)
H (1.83, -2.05, -0.71)
H (2.54, -1.19, 1.35)
H (1.25, 0.01, 1.59)
H (3.12, -0.06, -0.87)
H (1.74, 1.86, -0.28)
O (1.44, 1.25, -0.96)
S (-0.36, -1.00, -0.89)

These are the Löwdin partial charges, in e, on atoms 1 to 5: atom 1 (C): -0.27, atom 2 (C): -0.62, atom 3 (C): -0.57, atom 4 (C): -0.09, atom 5 (C): -0.31

(ii)
Entry from OMol25: a cluster of 2 separate species, C5H10OS in total (the ωB97M-V functional and the def2-TZVPD basis).

Computed properties:
frontier orbital gap = 8.42 eV
structure (SMILES) = CC(C)=CS.C=O
HOMO = -8.0 eV
net charge = 0

Geometry (Å):
C (-1.98, 0.29, 0.96)
C (-1.11, -0.50, 0.04)
C (-1.69, -0.85, -1.23)
C (0.17, -0.68, 0.39)
S (1.32, -1.56, -0.62)
H (-2.74, 1.00, 0.58)
H (-1.27, 0.85, 1.62)
H (-2.50, -0.40, 1.64)
H (-1.90, 0.18, -1.58)
H (-2.47, -1.64, -1.28)
H (-0.76, -1.12, -1.89)
H (0.56, -0.69, 1.36)
H (2.52, -1.16, -0.24)
C (4.09, 1.23, 0.93)
O (4.03, 0.14, 0.43)
H (4.72, 1.76, 1.72)
H (3.21, 1.96, 0.67)

These are the Löwdin partial charges, in e, on atoms 1 to 5: atom 1 (C): -0.08, atom 2 (C): -0.50, atom 3 (C): -0.10, atom 4 (C): -0.46, atom 5 (S): 0.76

(iii)
Entry from OMol25: a structure of composition C5H10OS (the ωB97M-V functional and the def2-TZVPD basis).

Computed properties:
frontier orbital gap (alpha / beta) = 7.75 / 7.75 eV
HOMO (alpha / beta) = -8.7 / -8.7 eV
net charge = 0

Geometry (Å):
C (3.69, 1.46, -0.15)
C (0.19, 0.13, 0.72)
C (-1.85, -1.32, 0.84)
C (-1.31, 0.34, -1.16)
C (-0.72, -0.66, -0.03)
O (1.98, -0.78, -0.81)
S (1.87, 0.10, 0.29)
H (3.03, 2.29, -0.30)
H (4.48, 1.77, 0.58)
H (-0.21, 0.81, 1.48)
H (-2.39, -0.68, 1.56)
H (-1.62, -2.21, 1.48)
H (-2.64, -1.64, 0.23)
H (-1.89, 1.15, -0.72)
H (-1.92, -0.15, -1.94)
H (-0.50, 0.85, -1.63)
H (-0.17, -1.48, -0.43)

These are the Löwdin partial charges, in e, on atoms 1 to 5: atom 1 (C): 0.01, atom 2 (C): -0.30, atom 3 (C): -0.07, atom 4 (C): -0.03, atom 5 (C): -0.45

(ii) takes first place; second place is 219.5 kJ/mol up.